1.
C3H5NO | ωB97M-V with the def2-TZVPD basis set

As for the SMILES: [H]/N=C(\O)C=C. Its molar mass is 71.08 g/mol. As for the orbital gap: 9.82 eV. Its net charge is 0.

Element x y z (Å)
C: 0.7001 -0.5528 0.1013
C: -0.2525 0.9496 0.1386
C: -1.5306 0.9650 -0.1795
O: 1.6517 -0.0404 -0.5907
N: 0.3184 -1.5567 0.6859
H: 0.5205 -2.5210 0.4671
H: 2.4504 -0.9164 -0.6244
H: 0.3045 1.7623 0.5840
H: -2.1672 1.8124 0.0461
H: -1.9954 0.0980 -0.6283

---

2.
C3H5NO | ωB97M-V with the def2-TZVPD basis set

As for the SMILES: C=[NH+][O-].C#C. Its molar mass is 71.08 g/mol. As for the orbital gap: 9.90 eV. Its net charge is 0.

Element x y z (Å)
C: -1.6166 -0.9124 -0.7069
C: -1.6050 -1.1623 0.4664
C: 0.8840 1.1599 -0.0123
N: 2.1024 1.4409 -0.0674
O: 3.0445 0.9341 0.5552
H: -1.6964 -0.5374 -1.6367
H: -1.8195 -1.4376 1.3690
H: 0.2939 1.6796 -0.6675
H: 0.5099 0.6235 0.8624
H: 2.3604 2.2042 -0.7633

---

3.
C3H5NO | ωB97M-V with the def2-TZVPD basis set

As for the SMILES: CC(O)=C=N. Its molar mass is 71.08 g/mol. As for the orbital gap: 9.16 eV. Its net charge is 0.

Element x y z (Å)
C: -0.3845 -1.3320 -0.5498
N: 0.4580 1.3947 1.9278
O: 0.1416 1.4454 -0.9110
C: 0.1746 0.4799 1.1410
C: 0.0263 -0.0166 -0.0260
H: -0.4225 1.4991 -1.6998
H: 1.4522 1.5359 2.1155
H: 0.1301 -1.5385 -1.4893
H: -1.4642 -1.3684 -0.6925
H: -0.1116 -2.0995 0.1841

---

4.
C3H5NO | ωB97M-V with the def2-TZVPD basis set

As for the SMILES: C1=NC1.C=O. Its molar mass is 71.08 g/mol. As for the orbital gap: 10.83 eV. Its net charge is 0.

Element x y z (Å)
C: -0.5869 -1.5078 -0.0348
C: -0.1746 1.1914 0.1839
N: 1.2594 1.6625 0.4900
C: 1.1053 0.6237 -0.1831
O: 0.5641 -1.8690 -0.0134
H: -1.1927 -1.4056 0.8862
H: -1.1043 -1.2111 -0.9711
H: -0.7169 1.6689 -0.6307
H: -0.7746 0.9540 1.0715
H: 1.6212 -0.1070 -0.7984

---

Result of the stability comparison: 2 is the least stable of them.

---

1.
C3H5NO | ωB97M-V with the def2-TZVPD basis set

As for the SMILES: O=C1CNC1. Its molar mass is 71.08 g/mol. As for the orbital gap: 9.86 eV. Its net charge is 0.

Element x y z (Å)
C: -0.7227 0.0029 0.1527
C: 0.5412 1.0929 0.0072
C: 0.4290 -1.0050 0.0033
H: 0.5729 1.7874 -0.8497
H: 0.6393 1.6057 1.0407
H: 2.3637 -0.1485 0.4434
H: 0.4320 -1.6968 0.7988
H: -0.1808 -1.6695 -0.6549
N: 1.4235 -0.1297 -0.1893
O: -1.9096 0.0606 -0.0541

---

2.
C3H5NO | ωB97M-V with the def2-TZVPD basis set

As for the SMILES: N=C1COC1. Its molar mass is 71.08 g/mol. As for the orbital gap: 11.18 eV. Its net charge is 0.

Element x y z (Å)
C: 0.9670 0.3289 0.1695
O: 0.6069 0.3654 -1.2164
C: -0.6347 -0.3302 -1.0184
C: -0.4929 -0.1243 0.4531
N: -1.1640 -0.1295 1.5182
H: 1.3908 1.2932 0.5203
H: 1.7282 -0.4424 0.3956
H: -0.3601 0.2753 1.9944
H: -0.5644 -1.3882 -1.2943
H: -1.4769 0.1517 -1.5221

---

Result of the stability comparison: 1 is the least stable of them.

---

1.
C3H5NO | ωB97M-V with the def2-TZVPD basis set

As for the SMILES: O=C1CCN1. Its molar mass is 71.08 g/mol. As for the orbital gap: 10.61 eV. Its net charge is 0.

Element x y z (Å)
C: 1.1673 -0.0235 -0.1114
C: -0.0643 1.0078 0.0254
C: -1.0011 -0.2483 -0.1167
H: -0.0044 1.5496 0.9299
H: -0.1413 1.7344 -0.7111
H: -1.4724 -0.3717 -1.0353
H: -1.5605 -0.5169 0.8034
H: 0.4922 -2.0438 0.3053
N: 0.2174 -1.0429 -0.0280
O: 2.3671 -0.0446 -0.0616

---

2.
C3H5NO | ωB97M-V with the def2-TZVPD basis set

As for the SMILES: N#CCCO. Its molar mass is 71.08 g/mol. As for the orbital gap: 11.79 eV. Its net charge is 0.

Element x y z (Å)
O: 0.8364 -1.3691 -0.8490
C: 0.8952 -0.1617 -0.1286
C: -0.3775 0.0892 0.7113
C: -1.3523 0.9397 0.0213
N: -2.0808 1.6412 -0.5408
H: 0.2117 -1.2676 -1.5777
H: 1.7502 -0.2557 0.5453
H: 1.0813 0.6988 -0.7862
H: -0.1307 0.5654 1.6662
H: -0.8335 -0.8803 0.9383

---

3.
C3H5NO | ωB97M-V with the def2-TZVPD basis set

As for the SMILES: O=C[C@H]1CN1. Its molar mass is 71.08 g/mol. As for the orbital gap: 10.76 eV. Its net charge is 0.

Element x y z (Å)
O: 1.1008 -0.8786 1.5298
C: 1.3077 -0.3419 0.4680
C: 0.2617 0.0059 -0.5413
C: -1.1795 -0.2172 -0.2766
N: -0.6108 1.1235 -0.1511
H: 2.3298 0.0063 0.2177
H: 0.6104 0.0269 -1.5738
H: -1.8341 -0.3119 -1.1397
H: -1.5165 -0.7286 0.6267
H: -0.4695 1.3157 0.8402

---

4.
C3H5NO | ωB97M-V with the def2-TZVPD basis set

As for the SMILES: C=C/C=N\O. Its molar mass is 71.08 g/mol. As for the orbital gap: 9.91 eV. Its net charge is 0.

Element x y z (Å)
C: 0.0182 0.6975 -0.0888
C: 0.9465 -0.4370 -0.0496
C: 2.2643 -0.1386 0.0546
H: -2.7096 -0.5286 0.2127
H: 0.4558 1.7157 0.0418
H: 0.4864 -1.4132 -0.1499
H: 3.0453 -0.9477 0.0055
H: 2.4946 0.9516 0.1964
N: -1.2626 0.6422 0.0064
O: -1.7885 -0.6256 0.0189

---

Result of the stability comparison: 4 is the least stable of them.

---

1.
C3H5NO | ωB97M-V with the def2-TZVPD basis set

As for the SMILES: OCC1=NC1. Its molar mass is 71.08 g/mol. As for the orbital gap: 9.50 eV. Its net charge is 0.

Element x y z (Å)
C: -0.2364 -0.1819 -0.2336
C: -0.9020 0.7319 -1.4701
C: 0.7408 -0.1276 0.7761
N: -1.4244 -0.3498 -0.6562
O: 0.4891 -1.0339 1.8493
H: -1.3505 1.6614 -1.1536
H: -0.4062 0.4589 -2.4783
H: 0.5102 0.8434 1.1871
H: 1.8137 -0.0826 0.5470
H: 0.7657 -1.9198 1.6324

---

2.
C3H5NO | ωB97M-V with the def2-TZVPD basis set

Its molar mass is 71.08 g/mol. As for the orbital gap (spin up / spin down): 10.26 / 10.26 eV. Its net charge is 0.

Element x y z (Å)
C: 1.6212 0.7135 0.1027
C: -1.7307 -0.7092 0.1061
C: 0.9789 -0.4354 -0.0093
N: -0.8902 0.2040 0.1232
O: -0.9022 1.3695 -0.0299
H: 2.7035 0.8570 -0.0424
H: 1.0359 1.5239 0.2794
H: -2.7385 -0.3613 -0.2423
H: -1.4519 -1.8323 0.0101
H: 1.3740 -1.3298 -0.2976

---

Result of the stability comparison: 2 is the least stable of them.